Entry from the OMol25 dataset: a structure of composition C24H22BN8O2RuSSe in a non-equilibrium geometry (ωB97M-V with the def2-TZVPD basis set).

For the HOMO-LUMO gap (alpha / beta), the calculation gives 6.25 / 6.65 eV. The value obtained for the LUMO energy (alpha / beta) is -1.1113 / -0.7750 eV. For the electronic energy, the calculation gives -120702.3846 eV. Its spin multiplicity is 2.

Last column: Mulliken charge in e.
Geometry (Å):
Ru1 -0.4465 1.4024 -0.1617  0.056
C1 3.1101 1.5815 -2.8763  -1.101
C2 2.1704 0.8552 -2.1494  -0.179
N1 1.1902 1.6572 -1.7515  0.053
N2 1.4655 2.8878 -2.1910  0.146
C3 2.6170 2.8712 -2.8748  -0.099
B1 0.5827 4.1255 -1.9168  0.426
N3 -0.8495 3.7876 -2.3500  0.022
C4 -1.6600 4.5027 -3.1435  -0.145
C5 -2.8595 3.8316 -3.2568  -1.134
C6 -2.6937 2.6862 -2.4809  -0.145
N4 -1.4795 2.6814 -1.9492  0.115
N5 0.5986 4.4209 -0.4058  -0.161
C7 1.0216 5.5371 0.2098  -0.046
C8 0.9068 5.3547 1.5722  -1.168
C9 0.3895 4.0674 1.7123  -0.277
N6 0.2091 3.5302 0.5138  0.295
H1 4.0107 1.2234 -3.3319  0.390
H2 2.1615 -0.1931 -1.9055  0.268
H3 3.0182 3.7614 -3.3153  0.447
H4 0.9934 5.0564 -2.5193  -0.116
H5 -1.3413 5.4288 -3.5756  0.450
H6 -3.7250 4.1271 -3.8106  0.391
H7 -3.3845 1.8862 -2.2895  0.429
H8 1.3679 6.3846 -0.3482  0.450
H9 1.1581 6.0418 2.3537  0.402
H10 0.1387 3.5310 2.6096  0.530
O1 -1.3155 2.1507 3.7281  -0.685
C10 -1.2923 1.2705 2.8845  0.277
O2 -0.3590 1.0465 2.0475  -0.474
C11 -2.4434 0.2726 2.8281  0.458
C12 -2.8411 -0.3160 4.0194  -0.580
C13 -3.8419 -1.2731 4.0395  -0.573
C14 -4.4991 -1.6044 2.8638  -0.586
C15 -4.1529 -0.9831 1.6847  -0.859
C16 -3.0974 -0.0683 1.6415  0.952
S1 -2.7826 0.6320 0.0744  -0.221
H11 -2.3492 -0.0018 4.9278  0.435
H12 -4.1110 -1.7591 4.9654  0.385
H13 -5.2878 -2.3415 2.8660  0.366
H14 -4.6832 -1.1828 0.7673  0.425
C17 1.9615 -3.5777 2.3592  -0.977
N7 1.6744 -3.6815 0.9565  0.329
C18 1.1323 -2.7082 0.1808  -0.231
Se1 0.5792 -1.0590 0.8125  -0.119
N8 1.0180 -3.2072 -1.0794  0.158
C19 1.4805 -4.5059 -1.1173  0.245
C20 1.5865 -5.4497 -2.1257  -0.812
C21 2.1360 -6.6772 -1.7883  -0.462
C22 2.5511 -6.9661 -0.4927  -0.643
C23 2.4303 -6.0370 0.5247  -0.577
C24 1.8994 -4.8019 0.1928  0.672
H15 1.7697 -2.5527 2.6745  0.270
H16 3.0060 -3.8294 2.5465  0.335
H17 1.3188 -4.2541 2.9251  0.348
H18 0.6361 -2.6800 -1.8501  0.234
H19 1.2561 -5.2493 -3.1326  0.401
H20 2.2408 -7.4333 -2.5499  0.390
H21 2.9757 -7.9338 -0.2771  0.388
H22 2.7308 -6.2648 1.5334  0.429

Atoms 1-6, force components in eV/Å:
-1.33 1.06 0.48
-0.11 -0.02 0.02
0.17 -0.11 -0.13
-0.94 -0.27 1.47
0.44 0.39 -0.34
0.05 -0.22 0.00

=====

Entry from the OMol25 dataset: a structure of composition C24H22Br4KN7O2SSe in a non-equilibrium geometry (ωB97M-V with the def2-TZVPD basis set).

For the HOMO-LUMO gap, the calculation gives 4.20 eV. Its energy relative to the best compared isomer or geometry (same formula, charge and spin) is 0.923 eV. The value obtained for the LUMO energy is 3.6363 eV. For the electronic energy, the calculation gives -412448.2896 eV. Its total charge is -2.

Last column: Mulliken charge in e.
Geometry (Å):
K1 -0.7128 0.8734 -0.6204  0.979
N1 0.9196 -1.1772 -1.9742  0.005
C1 1.6755 -0.4836 -3.0176  -0.898
C2 2.4094 0.7152 -2.4264  -0.838
N2 1.4574 1.6312 -1.8420  0.155
C3 1.9937 2.7586 -1.0959  -0.824
C4 2.2916 2.3770 0.3529  -0.472
N3 1.0564 1.9954 1.0397  -0.349
H1 1.5387 -1.5789 -1.2782  -0.179
H2 0.3469 -1.9222 -2.3516  0.236
H3 0.9637 -0.1202 -3.7660  0.417
H4 2.4016 -1.1186 -3.5397  0.412
H5 3.0393 1.1743 -3.2082  0.335
H6 3.0832 0.3614 -1.6367  0.372
H7 0.7890 1.9587 -2.5319  0.249
H8 1.2279 3.5386 -1.0944  0.251
H9 2.9102 3.1658 -1.5572  0.356
H10 2.8135 3.2170 0.8315  0.416
H11 2.9649 1.5165 0.3823  0.027
H12 0.4402 2.8021 1.1082  0.216
H13 1.2596 1.6564 1.9741  0.189
S1 0.0139 -4.8034 -0.4401  -0.240
C5 1.7154 -4.9469 -0.4753  -0.488
C6 2.3063 -3.9867 0.2697  -0.433
C7 1.3717 -3.1079 0.9162  -0.619
C8 0.0633 -3.4171 0.6100  0.600
C9 -1.2059 -2.7126 0.8732  0.373
C10 -2.4198 -3.4029 0.8284  -0.876
C11 -3.6063 -2.7096 0.9909  -0.622
C12 -3.5599 -1.3460 1.2122  -0.680
C13 -2.3136 -0.7480 1.2663  -0.450
N4 -1.1650 -1.3942 1.0893  0.113
H14 2.1825 -5.7475 -1.0308  0.434
H15 3.3755 -3.9120 0.4095  0.430
H16 -2.4235 -4.4758 0.6824  0.457
H17 -4.5566 -3.2285 0.9436  0.383
H18 -4.4612 -0.7562 1.3100  0.414
H19 -2.2344 0.3187 1.4566  0.655
Br1 -6.9828 3.7768 -2.4294  -0.240
C14 -5.1321 3.5634 -2.0402  0.022
C15 -4.3125 4.6644 -1.9028  0.200
Br2 -5.0080 6.4260 -2.0878  -0.243
C16 -2.9448 4.4627 -1.6149  -0.181
Br3 -1.7600 5.9482 -1.4162  -0.232
C17 -2.3386 3.2006 -1.4594  -0.097
O1 -1.0905 3.0487 -1.1871  -0.604
C18 -3.2127 2.0160 -1.6287  0.392
O2 -2.7278 0.8364 -1.5312  -0.844
C19 -4.5747 2.2745 -1.8983  0.054
Br4 -5.6630 0.7159 -2.0764  -0.229
Se1 -0.0568 -2.0320 5.1832  -0.074
N5 1.3010 -0.8102 5.1481  -1.058
C20 1.9007 -0.9292 3.9819  0.838
C21 3.0562 -0.2339 3.5606  -1.072
C22 3.6061 -0.5478 2.2901  -0.396
C23 3.0521 -1.4383 1.4406  -0.538
N6 1.8473 -2.1275 1.7935  0.631
C24 1.2962 -1.9380 3.0676  0.958
N7 0.3118 -2.6376 3.5083  -0.750
H20 3.5354 0.4725 4.2236  0.306
H21 4.5080 -0.0430 1.9620  0.288
H22 3.4381 -1.6333 0.4523  0.362

Atoms 1-6, force components in eV/Å:
1.96 -2.10 1.31
0.10 -0.01 -0.24
-0.09 0.02 0.24
-0.17 -0.02 0.13
0.44 0.35 -0.49
0.02 -0.10 0.15

=====

Entry from the OMol25 dataset: a structure of composition C24H22Br4N3O3Sc (ωB97M-V with the def2-TZVPD basis set).

For the HOMO-LUMO gap, the calculation gives 7.42 eV. Its energy relative to the best compared isomer or geometry (same formula, charge and spin) is 0.369 eV. The value obtained for the LUMO energy is 0.0225 eV. For the electronic energy, the calculation gives -336733.7184 eV.

Last column: Mulliken charge in e.
Geometry (Å):
Sc1 -0.3952 -0.1947 0.5828  0.423
Br1 5.8742 0.0136 3.4833  -0.180
C1 4.0110 -0.1040 3.2185  0.136
C2 3.1615 -0.4177 4.2715  0.303
Br2 3.8497 -0.7485 5.9957  -0.162
C3 1.7800 -0.5026 4.0535  -0.149
Br3 0.5606 -0.9453 5.4184  -0.117
C4 1.2530 -0.2870 2.7919  0.579
O1 -0.0368 -0.3907 2.4843  -0.922
C5 2.1166 0.0383 1.7213  0.038
O2 1.5350 0.2086 0.5308  -0.410
C6 3.4784 0.1293 1.9430  -0.225
Br4 4.5558 0.5420 0.4497  -0.143
C7 -1.8745 -3.1201 0.2500  -1.127
N1 -2.0042 -1.6697 0.2777  0.443
C8 -3.1321 -1.0693 0.4413  -0.166
C9 -3.2251 0.3523 0.5640  0.181
C10 -4.3652 1.1444 0.6667  -0.811
C11 -3.9179 2.4650 0.7774  -0.819
C12 -2.5265 2.4104 0.7438  -0.662
N2 -2.0879 1.1456 0.6098  0.424
C13 -0.6524 -3.4407 1.0782  0.769
C14 0.5975 -3.0722 0.5784  -0.333
C15 1.7362 -3.1774 1.3636  -0.464
C16 1.6350 -3.6764 2.6553  -0.545
C17 0.3973 -4.0521 3.1542  -0.576
C18 -0.7442 -3.9282 2.3718  -0.662
H1 -1.7088 -3.4385 -0.7835  0.285
H2 -2.7755 -3.6171 0.6196  0.507
H3 -4.0605 -1.6435 0.4921  0.357
H4 -5.3852 0.7923 0.6658  0.478
H5 -4.5194 3.3529 0.8824  0.434
H6 -1.8277 3.2297 0.8334  0.579
H7 0.6864 -2.7181 -0.4474  0.496
H8 2.6974 -2.8756 0.9676  0.411
H9 2.5170 -3.7481 3.2787  0.421
H10 0.3160 -4.4215 4.1678  0.439
H11 -1.7128 -4.1928 2.7792  0.354
O3 -0.2731 -0.0919 -1.5565  -0.362
C19 -0.0065 0.8000 -2.3873  0.432
C20 0.5098 2.1270 -1.8940  0.148
C21 1.3251 2.9657 -2.8715  -0.996
C22 0.4860 3.7142 -3.9043  -0.713
C23 -0.6112 2.8424 -4.5121  -0.577
C24 -0.1303 1.4335 -4.8354  -0.801
N3 -0.1734 0.5298 -3.6822  -0.141
H12 1.1247 1.8636 -1.0298  0.171
H13 -0.3548 2.6766 -1.5045  0.106
H14 2.0531 2.3189 -3.3686  0.303
H15 1.9149 3.6788 -2.2947  0.416
H16 1.1442 4.0772 -4.6974  0.379
H17 0.0322 4.5973 -3.4490  0.302
H18 -0.9904 3.3058 -5.4238  0.400
H19 -1.4636 2.7642 -3.8317  0.300
H20 0.8777 1.4565 -5.2577  0.288
H21 -0.7799 0.9812 -5.5833  0.438
H22 -0.4911 -0.4136 -3.8487  0.319

Atoms 1-6, force components in eV/Å:
-0.64 -0.02 -0.48
0.02 0.00 0.01
-0.01 0.01 -0.02
-0.01 -0.01 -0.01
0.01 0.00 0.01
0.00 0.00 0.00

=====

Entry from the OMol25 dataset: a structure of composition C24H22CaN5OS4Se in a non-equilibrium geometry (ωB97M-V with the def2-TZVPD basis set).

For the HOMO-LUMO gap, the calculation gives 6.74 eV. Its energy relative to the best compared isomer or geometry (same formula, charge and spin) is 0.786 eV. The value obtained for the LUMO energy is 2.2699 eV. For the electronic energy, the calculation gives -161875.6636 eV. Its total charge is -1.

Last column: Mulliken charge in e.
Geometry (Å):
Ca1 0.3358 -1.3990 -0.9894  0.855
S1 -2.2202 -0.5308 -0.4016  -0.356
C1 -2.5585 -0.7839 1.2677  0.520
C2 -3.5217 0.0697 1.8371  -0.719
C3 -4.0539 -0.1537 3.1228  -0.522
C4 -3.4694 -1.1148 3.9298  -0.767
C5 -2.4500 -1.9227 3.3814  -0.398
C6 -1.9713 -1.7528 2.0689  -0.068
S2 -0.7065 -2.8587 1.5401  -0.091
C7 0.5658 -2.4896 2.8045  -0.675
C8 1.2903 -1.2309 2.5267  0.275
C9 2.6538 -1.0824 2.7360  -0.548
C10 3.2911 0.0794 2.3685  -0.858
C11 2.5380 1.1392 1.9072  -0.375
C12 1.1721 0.9156 1.6977  -0.039
C13 0.2493 1.9284 1.0495  -0.293
S3 0.3695 1.9432 -0.7779  -0.095
C14 2.1397 2.3166 -0.9393  -0.471
C15 2.5302 3.6130 -0.5120  -0.244
C16 3.8983 3.8821 -0.3267  -0.897
C17 4.7973 2.8956 -0.6971  -0.285
C18 4.4142 1.6693 -1.1914  -0.600
C19 3.0386 1.3410 -1.3452  0.918
S4 2.4501 -0.0614 -2.2581  -0.439
N1 0.5757 -0.2908 1.8957  0.072
H1 -4.0351 0.7567 1.1585  0.383
H2 -4.8671 0.4728 3.4610  0.362
H3 -3.9705 -1.2953 4.8969  0.289
H4 -2.1272 -2.7670 3.9399  0.523
H5 1.3019 -3.2670 2.7484  0.492
H6 0.0961 -2.5766 3.8028  0.317
H7 3.2468 -1.9081 3.1756  0.322
H8 4.3516 0.1925 2.6152  0.401
H9 2.9966 2.0574 1.5979  0.686
H10 0.3057 2.9698 1.4773  0.451
H11 -0.7559 1.5515 1.1816  0.074
H12 1.7339 4.3046 -0.2179  0.368
H13 4.2883 4.8128 0.0314  0.408
H14 5.8555 3.0935 -0.6852  0.366
H15 5.2387 0.9946 -1.5732  0.302
C20 -3.5647 0.9743 -4.1249  -1.090
N2 -2.8278 -0.1906 -3.7465  0.195
C21 -3.4451 -1.3465 -3.2419  -0.491
C22 -2.2054 -2.1994 -2.9029  0.233
O1 -2.1576 -3.3422 -2.4894  -0.618
N3 -1.0860 -1.4009 -3.0885  -0.571
C23 -1.4935 -0.2896 -3.6352  0.578
N4 -0.6655 0.7630 -3.9303  -0.473
H16 -4.6189 0.7475 -4.3527  0.354
H17 -3.1903 1.5374 -4.9560  0.410
H18 -3.5483 1.7318 -3.3009  0.328
H19 -4.0655 -1.7980 -4.0417  0.376
H20 -4.0256 -1.0929 -2.3622  0.323
H21 0.3190 0.6720 -3.5449  0.146
H22 -1.0431 1.6804 -3.7065  0.301
Se1 2.3554 -3.4940 -1.0874  -0.248
C24 2.9437 -4.0602 0.5786  0.280
N5 3.3021 -4.4057 1.6283  -0.672

Atoms 1-6, force components in eV/Å:
-0.08 0.14 0.28
0.33 0.14 -0.37
-0.35 1.04 -0.01
-1.28 -0.78 0.60
1.19 0.69 -1.19
-0.30 -0.66 -0.13

=====

> Which value of electronic energy does entry 2 give?

-412448.2896 eV